58
Properties=species:S:1:pos:R:3:forces:R:3:nbo_charge:R:1 method="wB97M-V/def2-TZVPD" max_force_ha_per_bohr=0.0133 energy_ev=-34936.1003 orbital_gap_ha=0.328 spin_multiplicity=1 smiles="Cc1ccc(NC(=O)OCCN2CCN(Cc3ccccc3)CCC2=O)cc1C" de_lowest_kj_mol=152.2
C 1.518 2.769 7.090 -0.01 -0.07 -0.03 -0.626
C 1.748 1.965 5.847 0.06 0.06 -0.07 -0.044
C 2.451 2.504 4.780 -0.13 -0.17 0.12 -0.170
C 2.683 1.788 3.620 0.08 -0.02 -0.19 -0.283
C 2.202 0.490 3.517 0.07 0.35 0.11 0.233
C 1.494 -0.060 4.581 0.06 0.07 -0.07 -0.261
C 1.262 0.658 5.742 0.08 0.02 -0.15 0.005
C 0.499 0.035 6.871 0.03 0.03 -0.04 -0.630
H 1.110 0.002 7.772 -0.02 -0.03 0.11 0.219
H -0.393 0.619 7.098 -0.08 0.00 0.08 0.219
H 0.195 -0.978 6.621 -0.04 -0.06 0.03 0.215
H 1.119 -1.072 4.499 -0.06 -0.13 0.01 0.197
N 2.392 -0.304 2.379 -0.23 -0.52 0.05 -0.633
C 3.068 -0.011 1.238 -0.05 -0.36 -0.19 0.890
O 3.620 1.023 0.958 0.15 0.26 -0.02 -0.643
O 3.017 -1.093 0.420 -0.24 0.03 0.36 -0.527
C 3.688 -0.969 -0.830 0.26 0.35 -0.53 -0.081
H 3.742 -1.985 -1.224 0.02 0.12 0.03 0.211
C 2.945 -0.065 -1.820 0.35 -0.22 0.16 -0.249
N 1.603 -0.539 -2.084 0.30 0.11 0.13 -0.452
C 1.443 -1.479 -3.045 -0.35 -0.18 0.01 0.688
O 2.388 -1.914 -3.678 0.27 -0.19 -0.22 -0.637
C 0.023 -1.936 -3.307 0.08 0.02 -0.28 -0.511
H -0.415 -2.365 -2.405 -0.05 -0.04 0.01 0.226
H 0.086 -2.717 -4.066 0.09 0.04 0.11 0.243
C -0.884 -0.815 -3.820 -0.07 -0.23 0.06 -0.221
N -1.469 -0.036 -2.742 -0.07 0.18 -0.04 -0.444
C -0.494 0.795 -2.066 0.02 -0.09 0.32 -0.224
C 0.515 -0.044 -1.273 -0.39 0.25 -0.09 -0.220
H 0.945 0.581 -0.489 -0.01 -0.08 -0.05 0.218
H -0.018 -0.871 -0.794 0.02 0.12 0.08 0.207
H -1.033 1.432 -1.360 0.00 0.01 -0.05 0.204
H 0.056 1.448 -2.769 -0.03 0.01 0.07 0.171
C -2.612 0.732 -3.213 0.04 0.06 0.06 -0.235
C -3.748 -0.172 -3.612 -0.08 0.06 -0.08 -0.047
C -4.441 0.023 -4.798 0.07 0.04 0.08 -0.208
C -5.494 -0.809 -5.141 -0.10 -0.03 -0.07 -0.206
C -5.858 -1.848 -4.303 -0.08 -0.04 -0.08 -0.217
C -5.168 -2.051 -3.119 -0.02 -0.05 0.06 -0.224
C -4.122 -1.216 -2.774 -0.01 0.04 -0.01 -0.156
H -3.575 -1.368 -1.856 0.07 -0.04 0.10 0.212
H -5.450 -2.862 -2.463 -0.02 -0.06 0.06 0.211
H -6.677 -2.499 -4.573 -0.06 -0.05 -0.02 0.213
H -6.027 -0.647 -6.066 -0.04 0.00 -0.07 0.213
H -4.157 0.830 -5.458 0.06 0.07 -0.06 0.209
H -2.344 1.394 -4.056 -0.06 0.00 0.06 0.172
H -2.948 1.368 -2.387 0.09 0.03 -0.08 0.210
H -1.711 -1.269 -4.371 0.14 0.03 -0.01 0.221
H -0.319 -0.176 -4.522 -0.08 -0.01 -0.01 0.173
H 2.904 0.954 -1.434 -0.01 -0.08 -0.07 0.219
H 3.502 -0.083 -2.760 -0.02 0.07 0.14 0.241
H 4.694 -0.570 -0.666 -0.08 -0.11 -0.03 0.199
H 2.013 -1.241 2.421 0.10 0.16 -0.07 0.410
H 3.235 2.224 2.805 0.03 0.02 -0.04 0.251
H 2.831 3.513 4.853 0.04 0.11 0.01 0.207
H 0.451 2.886 7.281 -0.07 0.06 0.10 0.214
H 1.962 3.757 6.996 0.01 0.07 0.04 0.217
H 1.956 2.274 7.956 0.00 0.03 0.13 0.215